A cluster of 3 separate species, C3H12NO3S in total at a distorted geometry, computed with wB97M-V/def2-TZVPD.

Calculated values
orbital gap = 6.7140 eV
multiplicity = 1
energy above the lowest of the compared OMol25 structures with the same formula, charge and spin = 10.4 kcal/mol
net charge = -1
HOMO level = -0.1401 Eh

Cartesian coordinates (Å):
C: 0.2952 -0.8518 0.0432
C: 0.8215 -1.1926 -1.3408
S: 1.7986 -2.7317 -1.3621
N: -0.6843 0.2002 -0.0286
C: -0.6414 1.1576 1.1228
O: 0.2182 2.1826 0.9222
H: 1.1510 -0.5395 0.6666
H: -0.1185 -1.7557 0.4909
H: -0.0165 -1.3733 -2.0187
H: 1.4284 -0.3793 -1.7259
H: 1.0091 -3.4472 -2.1675
H: -0.6116 0.7910 -0.8492
H: -0.4121 0.5508 2.0052
H: -1.6640 1.5453 1.2006
H: 1.5051 2.5603 1.5183
H: 2.9010 3.1028 1.1666
O: 2.3960 2.8787 1.9523
H: -2.4376 -0.5155 -0.2928
H: -3.8686 -1.2037 -0.4066
O: -3.0695 -0.9790 -0.8967

Force components x, y, z for each atom (eV/Å):
C 0.820 0.210 -0.153
C -0.452 -0.357 -0.132
S 0.339 -0.020 0.069
N -1.070 -0.001 0.542
C 0.693 1.057 -0.690
O -0.331 -0.359 -0.251
H -0.092 -0.068 -0.043
H -0.162 -0.062 0.044
H 0.047 0.219 0.047
H 0.061 0.056 -0.078
H -0.082 0.017 0.000
H 0.394 -0.125 -0.049
H -0.061 -0.322 0.361
H -0.459 -0.114 0.245
H 0.052 -0.092 0.569
H 0.198 0.061 0.064
O -0.033 -0.023 -0.346
H 0.223 -0.081 -0.286
H 0.273 0.151 0.048
O -0.359 -0.145 0.038